{
  "formula": "C38H34FeOP",
  "method": "the ωB97M-V functional and the def2-TZVPD basis",
  "elements": ["C", "C", "C", "C", "P", "C", "C", "C", "C", "C", "C", "C", "C", "C", "C", "C", "C", "C", "C", "O", "C", "C", "C", "C", "C", "C", "C", "C", "H", "H", "H", "H", "H", "H", "H", "H", "H", "H", "H", "H", "H", "H", "H", "H", "H", "H", "H", "H", "H", "C", "C", "C", "C", "C", "C", "C", "Fe", "C", "C", "C", "C", "C", "H", "H", "H", "H", "H", "H", "H", "H", "H", "H", "H", "H", "H"],
  "xyz": [[1.012058, -4.300666, 3.220057], [0.427611, -4.213431, 1.957994], [0.129603, -2.969867, 1.395936], [0.429952, -1.780767, 2.092991], [0.066428, -0.130867, 1.405897], [-1.130717, 0.683000, 2.538783], [-1.731033, 1.920889, 2.202391], [-2.667567, 2.515824, 3.048433], [-3.014772, 1.911740, 4.252663], [-2.411196, 0.713013, 4.615276], [-1.471807, 0.109800, 3.776823], [1.568576, 0.884278, 1.648584], [1.487901, 2.276324, 1.833112], [2.641646, 3.039504, 2.018572], [3.896450, 2.427085, 2.042971], [3.986520, 1.040872, 1.933060], [2.835238, 0.268161, 1.768305], [-0.485412, -0.450046, -0.420391], [-1.800957, 0.325761, -0.514969], [-1.890440, 1.395089, -1.114515], [-2.981558, -0.224134, 0.224186], [-2.980100, -1.382113, 1.039216], [-4.017505, -1.637106, 1.952705], [-5.133194, -0.799006, 1.999005], [-5.171270, 0.327739, 1.174517], [-4.119162, 0.609181, 0.296820], [1.001102, -1.885568, 3.379919], [1.284169, -3.136940, 3.938351], [1.251022, -5.276993, 3.638188], [0.189032, -5.098287, 1.374265], [-0.343193, -2.965657, 0.410997], [-1.478926, 2.410379, 1.253452], [-3.129091, 3.456955, 2.744752], [-3.750740, 2.378633, 4.906995], [-2.663891, 0.228454, 5.560299], [-1.021944, -0.837186, 4.082346], [0.511891, 2.761164, 1.866412], [2.554860, 4.117016, 2.147310], [4.798261, 3.026646, 2.159069], [4.954923, 0.541891, 1.983425], [2.917305, -0.819557, 1.743516], [-0.750823, -1.514419, -0.520759], [-2.143898, -2.080037, 1.028290], [-3.969474, -2.503410, 2.620832], [-5.980137, -1.028809, 2.648438], [-6.025571, 1.007267, 1.189008], [-4.097634, 1.530210, -0.281311], [1.211579, -0.979578, 3.957178], [1.717926, -3.186458, 4.936077], [1.935117, -0.785539, -1.141326], [0.578755, -0.107726, -1.422614], [0.297672, -0.287740, -2.934907], [-0.545101, 0.573791, -3.739684], [-0.585956, 0.074920, -5.094607], [0.262965, -1.094823, -5.159959], [0.811413, -1.318628, -3.832812], [1.277285, 0.470093, -4.566497], [2.783085, 0.406690, -5.882435], [3.246712, 0.704598, -4.539436], [2.542840, 1.891520, -4.073444], [1.643458, 2.321084, -5.134929], [1.795157, 1.403427, -6.251418], [2.749506, -0.050760, -1.232952], [1.986527, -1.248164, -0.152926], [2.113698, -1.574703, -1.881506], [0.744867, 0.974638, -1.315744], [-1.108503, 1.393393, -3.319965], [-1.219146, 0.477599, -5.884678], [0.408994, -1.756508, -6.008425], [1.439893, -2.142123, -3.543775], [3.182108, -0.368034, -6.532338], [4.060326, 0.202797, -4.021338], [2.739149, 2.419943, -3.141457], [1.026562, 3.219407, -5.121149], [1.320575, 1.494899, -7.225121]],
  "atomic_forces_ev_per_a": [[0.42, -1.33, 0.73], [-0.66, 1.31, -1.40], [0.07, -1.99, -0.07], [-0.69, 2.24, -1.59], [2.35, -1.41, 1.24], [-0.53, 0.92, -0.40], [0.13, -0.19, 0.06], [0.29, -0.01, -0.23], [-0.05, 0.08, 0.07], [0.32, -0.06, -0.13], [-0.11, -0.29, -0.15], [-2.13, -1.14, -0.07], [0.67, 1.64, 0.19], [-1.48, -0.33, -0.16], [1.09, 0.66, 0.01], [-0.93, -1.19, -0.14], [1.68, -0.08, 0.02], [-1.60, -0.48, 0.59], [-1.69, -2.60, 1.43], [0.36, 2.08, -1.19], [1.69, 0.68, -0.75], [-0.53, -0.75, 0.93], [0.70, -0.08, -0.93], [-0.54, 0.03, 0.34], [0.61, 0.30, -0.97], [-1.03, 0.24, 0.63], [0.77, -0.87, 1.79], [-0.18, 1.73, -0.30], [-0.03, 0.12, 0.01], [0.03, -0.04, 0.12], [0.28, -0.04, 0.40], [-0.28, -0.33, 0.31], [0.07, -0.23, 0.09], [0.10, -0.11, -0.13], [0.04, 0.12, -0.24], [-0.23, 0.28, -0.21], [0.39, -0.02, -0.06], [-0.03, -0.11, 0.02], [-0.12, -0.07, -0.01], [-0.16, 0.07, 0.07], [-0.03, 0.29, -0.01], [0.20, 0.35, 0.29], [-0.18, 0.22, 0.06], [0.11, 0.22, -0.32], [0.26, 0.08, -0.02], [0.11, -0.15, 0.11], [-0.12, -0.18, 0.05], [0.05, -0.30, -0.24], [-0.03, 0.02, -0.13], [0.20, -0.17, -0.10], [1.48, 1.16, -1.09], [-2.23, -1.41, 0.33], [-0.10, -1.34, 0.51], [-1.41, -1.62, 0.51], [-1.74, -0.31, 0.46], [-1.41, 0.63, 0.93], [0.56, -1.07, 1.05], [-0.06, 1.56, -0.35], [0.52, 1.47, -0.29], [1.56, 0.72, -1.20], [1.34, 0.10, -0.82], [2.44, 1.68, -0.64], [-0.17, -0.30, 0.12], [-0.01, 0.15, -0.14], [0.10, 0.11, 0.41], [-0.08, -0.10, 0.04], [0.14, 0.10, -0.03], [0.43, -0.04, 0.17], [0.10, 0.30, 0.11], [0.13, 0.02, -0.18], [-0.35, 0.02, 0.29], [-0.44, -0.04, -0.05], [-0.35, -0.29, -0.21], [0.03, -0.49, 0.10], [-0.10, -0.15, 0.38]],
  "e_tot_ha": -3148.457795,
  "homo_ev": [1.803, -2.618],
  "multiplicity": 6,
  "largest_force_ev_per_a": 3.4,
  "total_charge": -2,
  "orbital_gap_ev": [2.28, 6.62]
}